[1]
ORCA calculation (ωB97M-V with the def2-TZVPD basis set) on a cluster of 3 separate species, C18H34BF5N6O10PS2 in total in a non-equilibrium geometry.

Last column: Mulliken charge in e.
CARTESIAN COORDINATES (ANGSTROEM)
C 0.133 1.713 -1.025  -0.3855
F -3.171 -0.109 -0.475  -0.1643
P -0.848 -2.551 -3.634  0.4241
O -2.618 3.630 -0.143  -0.5981
H 4.134 3.998 -3.393  0.2689
H 2.611 3.947 0.214  0.2070
C 1.205 1.837 6.997  -0.3727
H 0.735 -6.604 -2.929  0.3203
C -1.120 -0.094 2.243  -0.4161
O 1.410 -6.403 0.201  -0.2907
N 0.349 -1.401 -2.914  0.1045
O -0.268 0.628 5.742  -0.2120
C -4.821 1.508 0.682  0.5303
H 1.059 2.730 -3.437  0.1529
N -2.299 -2.508 -2.846  -0.6106
N 1.000 0.958 -2.013  0.0412
C 1.578 1.713 -3.186  -0.5674
H -0.863 2.369 6.646  0.2671
F -4.941 0.857 -1.750  -0.2464
S -1.599 0.893 -4.548  -0.1624
H 3.659 0.831 -3.540  0.2790
H 3.836 2.872 -1.439  0.2815
C -0.086 -1.356 2.421  0.0671
N -0.200 0.636 -0.017  0.1624
C 0.033 -0.068 -2.624  -0.5090
C -3.943 1.142 -0.653  0.5379
H 1.627 3.264 1.476  0.1809
H -0.403 -3.942 -3.506  0.0321
O 1.290 -4.137 0.491  -0.5194
H 1.746 -8.135 -0.887  0.3072
N -1.316 0.634 -2.829  0.3145
B 0.769 3.159 -0.478  0.8358
H 0.200 2.582 5.233  0.2444
H 0.504 -1.642 1.433  -0.0343
H -0.751 -3.512 2.058  0.1860
F -4.022 1.918 1.865  -0.1484
H 0.797 4.752 -1.669  0.3143
H -1.271 2.027 1.422  0.2755
O 1.058 0.548 7.561  -0.3103
H 2.429 -6.421 -2.408  0.2883
F -5.823 2.551 0.251  -0.2077
H -1.047 2.724 -2.881  0.5287
C -0.779 -2.738 2.966  -0.9218
H 0.760 -1.032 3.198  0.1661
C -0.462 1.173 1.370  -0.5508
H -1.110 -2.157 -4.994  0.1168
O -3.586 3.245 -2.406  -0.6668
F -5.572 0.270 1.112  -0.2314
C 0.005 1.965 6.115  -0.2534
C 1.385 -6.370 -2.081  -0.3341
H -2.023 2.209 -4.791  0.2315
O 1.122 -5.069 -1.591  -0.2179
H -2.116 -1.786 -2.091  0.2838
H -1.284 0.359 3.336  0.2023
H 1.324 -1.763 -2.743  0.3652
O 0.081 -1.373 6.793  -0.5383
C 0.274 -0.172 6.707  0.5870
H 2.143 1.872 6.434  0.2686
O 3.728 1.888 -1.686  -0.4854
H 0.693 0.066 0.084  0.2376
H 1.230 2.602 7.778  0.3126
H 1.407 1.019 -4.143  0.4639
H -2.182 -0.407 1.866  0.2593
H 0.065 -7.550 -0.838  0.2705
O 0.230 4.481 -0.878  -0.6246
C -1.194 1.930 -2.003  -0.6679
H 3.049 3.318 -4.873  0.3030
N 1.967 3.173 0.489  -0.4703
C 3.242 1.844 -3.073  0.1321
C 1.275 -5.116 -0.236  0.5426
H 4.839 2.627 -4.519  0.3137
C 3.848 3.047 -4.038  -0.9573
H -0.080 -3.203 3.811  0.2414
H 0.530 1.447 1.975  0.0884
S -2.800 2.530 -1.238  1.2084
C 1.114 -7.243 -0.899  -0.3996
H -1.871 -2.622 3.373  0.3280

Output
- spin multiplicity = 1
- relative energy (zero: lowest compared OMol25 entry of this formula, charge and spin) (kJ/mol) = 1160.6
- HOMO-LUMO gap (Ha) = 0.2492
- charge = +1
- E_tot (Eh) = -3448.43590

---

[2]
ORCA calculation (ωB97M-V with the def2-TZVPD basis set) on a structure of composition C59H84N13P2SSc in a non-equilibrium geometry.

Last column: Mulliken charge in e.
CARTESIAN COORDINATES (ANGSTROEM)
C -2.797 2.651 -1.800  2.1889
H -4.425 -5.139 -3.717  0.5393
N -1.601 -3.891 1.556  1.2334
H -0.987 5.508 7.654  0.3617
C -0.845 3.604 6.704  -0.1021
H 2.564 -0.507 -4.452  0.3571
H -2.973 2.940 0.359  0.3168
C 2.258 -1.494 -1.309  -1.6456
H 3.440 -3.869 -2.686  0.2986
H 0.867 3.233 -2.303  -0.5232
H -4.149 -5.501 -1.207  0.6506
H 3.628 0.234 -3.246  0.2741
C -2.769 -0.989 -5.703  -0.1685
P -1.974 -2.584 -2.128  1.7906
C 0.515 -2.591 3.055  0.6712
C -0.534 4.525 7.687  -0.6632
C -0.247 2.343 6.727  0.3598
C 0.365 4.209 8.697  -0.4530
H -1.063 -4.997 3.250  0.3278
H 5.386 2.376 -1.901  0.4092
H 2.765 5.196 -2.244  0.3266
C -2.328 -1.344 -3.473  -0.6672
H 4.703 -0.663 -1.162  0.1789
C -0.613 -3.521 -2.963  -1.5108
C 3.041 -0.659 -3.486  -1.1733
P -2.228 0.851 -1.548  2.4173
C 0.641 2.016 7.752  -0.3582
C -0.638 1.307 3.448  0.3980
H -0.815 -3.577 -4.030  0.5826
H 0.398 -4.572 1.271  0.4220
C -1.822 -2.522 1.598  -1.9538
C -3.305 -0.635 -8.014  -0.6138
H 0.601 -0.006 -3.738  1.1532
H 1.693 5.068 3.721  0.5527
N 1.276 2.012 -0.322  0.7472
H -4.607 2.219 -2.941  0.2418
C 0.943 2.949 8.728  -0.6219
C -4.224 -3.093 1.630  -1.1711
N -0.873 -1.652 1.328  1.5930
Sc 0.169 0.578 0.525  0.5388
H -0.027 -0.684 -2.225  -0.8619
N 2.008 -0.886 -2.491  0.8580
C -3.713 0.680 -7.718  -0.6206
H 3.730 -3.577 3.062  0.4278
H -4.403 -0.612 2.321  0.3518
H -2.547 -2.485 -7.233  0.4659
C 4.883 -0.191 2.023  -0.9957
N -2.375 -1.805 -4.700  0.0752
C 4.365 -0.379 4.353  -0.6206
H -4.541 0.072 -1.244  0.5628
H -3.506 -3.867 -4.528  0.1714
S -1.537 1.712 2.016  -0.7744
C -3.273 -4.848 -1.236  -2.3610
C -3.148 0.340 -5.410  0.1861
H 0.333 -3.005 -2.791  0.0081
C -4.297 2.790 -2.070  -1.9774
H 2.241 -4.020 -1.381  0.1708
H -3.636 -1.377 3.719  0.2812
H -2.773 4.422 -0.574  0.6962
H -0.877 -5.449 0.406  0.4774
C -3.638 1.168 -6.442  -0.6389
H 0.157 3.901 1.167  -0.1276
H 6.330 -0.678 3.531  0.4434
H 3.253 0.355 0.738  -1.0819
H 4.735 3.737 2.040  0.3357
C 3.340 2.683 -1.373  0.6482
N -3.115 -2.185 1.852  1.2836
H 0.337 5.596 1.636  0.4740
H 4.418 4.732 -2.652  0.3904
H -2.667 -5.245 -3.817  0.3123
H 3.957 -4.296 -1.043  0.3519
H 4.671 -0.567 5.375  0.4272
H -2.471 -5.626 2.366  0.2622
N -1.129 1.748 4.604  -0.6493
H -3.927 -3.923 0.997  0.5945
H -0.918 3.031 -2.827  0.5891
C -3.649 0.126 -0.621  -0.3563
H -0.396 -3.829 -0.139  -0.2768
H 1.758 -3.436 4.577  0.4200
H -2.618 -4.169 3.370  0.3825
H -4.620 -3.489 2.572  0.3358
N 1.396 -1.406 -0.327  1.2270
C -2.462 3.378 -0.497  -2.4025
C 4.315 3.299 1.138  -0.2382
C -1.966 3.322 -2.906  -2.0558
C 4.736 -1.740 -1.340  -1.0928
C 4.685 2.533 -1.082  -0.7749
C 1.695 -3.099 3.550  -1.7208
C 1.540 -2.082 0.913  0.8061
H -3.362 -0.993 -9.034  0.4037
H -0.540 -4.523 -2.538  0.4513
C 2.176 4.459 1.696  0.7099
N 1.298 0.514 2.437  2.3785
H 3.005 3.881 3.629  0.3911
C 2.955 3.399 0.916  0.2765
H -5.575 -3.682 -2.125  0.5719
H -4.857 -2.284 -2.933  0.2302
H -5.030 -2.541 1.139  0.4300
H 3.611 -2.651 0.839  0.2570
H -3.358 -0.871 -0.294  -1.3882
H -4.521 3.843 -2.258  0.5384
H -2.704 -0.299 2.656  0.4499
C 3.047 -0.069 4.090  -0.7703
C 5.178 2.715 0.211  -1.4396
H -4.678 -2.481 -1.181  -0.0362
C 5.294 -0.445 3.321  -1.1181
H 5.367 -2.191 -0.565  0.3398
H 1.239 1.975 -3.493  0.0137
H -2.321 3.064 -3.895  0.2967
H -0.354 -2.520 3.700  0.4672
H 3.221 4.945 -3.943  0.5281
H 5.597 -0.225 1.210  0.5351
C 2.622 0.187 2.777  0.0644
C 2.405 2.678 -0.238  -0.7031
C 0.400 -2.114 1.743  -1.4855
C -3.474 -1.055 2.682  -1.8622
H 2.339 -0.016 4.900  0.3639
H 0.857 0.856 -2.188  -0.4689
H 1.245 3.670 -3.977  0.4727
C 3.566 0.124 1.750  1.2839
H 0.898 5.047 0.044  0.2412
C 3.372 4.589 -2.919  -1.8734
H -1.387 3.349 -0.302  0.3328
H -2.026 4.407 -2.788  0.5488
N -2.999 0.825 -4.159  0.1750
C 2.794 -3.166 2.710  -1.0657
C 2.717 -2.649 1.431  -0.0765
C 2.048 4.177 3.195  -1.7053
H 1.109 1.038 7.762  0.3676
H 1.647 2.690 9.508  0.3596
H -4.087 1.311 -8.514  0.4055
C 0.807 4.770 1.097  -1.1692
C -1.964 -4.714 2.694  -1.2267
H 0.226 0.694 5.609  0.3160
C -4.709 -3.014 -2.134  -1.3802
H -1.519 3.841 5.893  0.4621
C 1.488 2.984 -3.161  -0.3629
H 2.787 5.366 1.602  0.6091
H -2.393 -5.475 -1.394  0.1553
C 3.253 -3.688 -1.617  -0.9913
C -3.422 -3.815 -2.355  1.6116
N 0.567 0.703 3.488  -0.3978
H 1.328 3.383 3.372  0.1566
H 5.222 -1.929 -2.305  0.4608
C 2.964 3.107 -2.787  0.5502
N -0.491 1.401 5.728  -0.0451
N 3.404 -2.297 -1.258  0.7895
H -3.935 2.180 -6.200  0.4457
C -0.550 -4.460 0.735  -1.0008
C 0.793 -0.126 -2.671  -0.7404
H -3.171 -4.357 -0.267  0.2278
C -3.500 -4.554 -3.690  -1.8123
H 6.230 2.581 0.435  0.4374
H -3.830 0.744 0.259  0.9758
C -2.573 0.042 -3.198  -0.7403
H 3.570 2.538 -3.506  0.4193
H 0.622 4.944 9.449  0.3819
H 3.702 -1.516 -3.571  0.4662
H -4.885 2.479 -1.205  0.3474
C -2.843 -1.464 -7.028  -0.5323

Output
- spin multiplicity = 1
- relative energy (zero: lowest compared OMol25 entry of this formula, charge and spin) (kJ/mol) = 0.0
- HOMO-LUMO gap (alpha / beta) (Ha) = 0.1521 / 0.1498
- E_tot (Eh) = -4852.00543